Entry from the OMol25 dataset: a 2-piece molecular cluster, C3H11N4 overall in a non-equilibrium geometry (ωB97M-V with the def2-TZVPD basis set).

For the total energy, the calculation gives -339.68407 hartree. Its net charge is +1. For the HOMO-LUMO gap, the calculation gives 9.081 eV.

Geometry as XYZ:
```
18
Properties=species:S:1:pos:R:3:forces:R:3
N -2.8347 -1.6792 -0.9184 0.57 0.34 0.87
C -1.7133 -2.3397 -0.4387 0.43 0.12 -0.89
N -0.5590 -2.2450 -1.0181 -1.58 -0.22 0.14
H -2.7357 -1.1407 -1.7831 -0.06 -0.31 0.67
H -3.5303 -1.3868 -0.2271 0.26 -0.25 -0.75
H -1.9047 -3.0008 0.4251 -0.12 0.21 -0.39
H -0.0152 -3.0645 -0.7690 0.45 0.29 0.41
C 2.5537 1.5056 1.4061 0.37 -0.03 -0.79
N -0.4563 1.3312 -0.7010 1.07 -0.28 1.10
C 0.8103 1.4127 -0.3197 -0.90 0.57 0.26
N 1.2012 1.1729 0.8819 0.85 -0.18 1.78
H 2.5290 2.2097 2.2548 -0.27 -0.44 -0.43
H 3.1468 1.9510 0.5856 -0.41 -0.08 0.43
H 3.0577 0.5721 1.6646 -0.13 0.17 0.25
H -1.0885 1.0222 0.0341 -0.31 -0.17 -0.86
H -0.6008 1.1472 -1.6690 -0.68 -0.06 -0.53
H 1.5420 1.8384 -0.9649 0.39 0.01 -0.79
H 0.5978 0.6937 1.5568 0.06 0.32 -0.50
```
Positions in Å, forces in eV/Å.

=====

Entry from the OMol25 dataset: an isolated ion of composition C3H11N4 and charge +1 in a non-equilibrium geometry (ωB97M-V with the def2-TZVPD basis set).

Its SMILES is NCCN(N)C=[NH2+]. For the total energy, the calculation gives -339.63591 hartree. Its net charge is +1. For the HOMO-LUMO gap, the calculation gives 10.255 eV.

Geometry as XYZ:
```
18
Properties=species:S:1:pos:R:3:forces:R:3
N -0.7950 -1.2028 1.1251 -0.76 -0.80 0.94
C -1.3787 -1.2535 -0.1868 2.58 0.43 -2.38
C -1.1059 0.2444 -0.6604 -2.34 -1.57 -1.37
N 0.1975 0.6075 -0.2375 0.77 1.04 0.55
N 0.3835 1.3713 0.9238 3.47 2.20 -2.39
C 1.2601 0.0957 -0.7822 1.12 1.29 0.37
N 2.4857 0.4325 -0.3717 -2.19 0.67 0.87
H -1.2862 -0.5725 1.7822 0.21 -1.18 -0.37
H -0.5739 -2.1213 1.5002 -0.40 0.44 0.32
H -2.4223 -1.4482 -0.4303 -0.18 -0.39 0.70
H -0.7057 -2.0360 -0.8409 -1.69 1.94 1.44
H -1.3410 0.4379 -1.7364 0.79 -0.33 0.58
H -1.8580 0.8751 -0.1876 0.30 0.10 0.45
H -0.3834 1.4099 1.5031 -2.12 -0.14 1.23
H 0.6786 2.3641 0.6363 -0.91 -1.74 0.60
H 1.0647 -0.4656 -1.6524 0.24 -0.87 -0.83
H 2.4374 1.1084 0.4060 0.77 -0.80 -0.41
H 3.3423 0.1529 -0.7903 0.35 -0.29 -0.31
```
Positions in Å, forces in eV/Å.

=====

Entry from the OMol25 dataset: a 2-piece molecular cluster, C3H11N4O2 overall in a non-equilibrium geometry (ωB97M-V with the def2-TZVPD basis set).

For the total energy, the calculation gives -490.13119 hartree. Its net charge is +1. For the HOMO-LUMO gap, the calculation gives 10.404 eV.

Geometry as XYZ:
```
20
Properties=species:S:1:pos:R:3:forces:R:3
C -0.4078 -0.8991 0.0145 1.16 -0.98 0.42
C -2.6068 1.3705 -0.3207 -0.24 0.05 -0.15
C -2.3216 0.2957 0.7096 0.17 -0.33 0.14
N 3.1516 -0.6082 0.7568 0.69 -1.13 1.58
N 2.3324 1.0461 -0.4706 -0.77 -1.66 -0.61
N 0.0846 -1.7696 -0.8518 -0.40 -0.84 -1.45
N 3.2855 0.3333 -0.0716 2.57 0.08 1.10
O 0.4318 -0.3399 0.7228 -0.17 1.50 1.13
O -1.6921 -0.8414 0.0766 -0.40 0.07 -0.23
H -3.0544 0.9623 -1.2499 0.15 -0.07 0.70
H -3.3898 1.9311 0.1862 0.08 0.73 -0.40
H -1.7615 2.0173 -0.6640 -0.54 -0.53 0.79
H -3.1899 -0.1392 1.1725 -0.89 -0.07 -0.56
H -1.7944 0.5565 1.6194 0.84 0.60 -0.31
H 2.2621 -0.9855 1.1272 -0.01 0.87 -0.31
H 4.0274 -0.9229 1.2533 -1.12 0.45 -1.34
H 1.4137 0.5797 -0.3155 -0.51 0.98 0.14
H 2.6479 1.5219 -1.2959 -0.52 0.77 -0.29
H -0.4825 -2.1410 -1.5872 -0.10 -0.37 -0.15
H 1.0642 -1.9676 -0.8119 0.01 -0.14 -0.20
```
Positions in Å, forces in eV/Å.

=====

Entry from the OMol25 dataset: a 3-piece molecular cluster, C3H11N5 overall in a non-equilibrium geometry (ωB97M-V with the def2-TZVPD basis set).

For the total energy, the calculation gives -394.46495 hartree. For the HOMO-LUMO gap (alpha / beta), the calculation gives 7.835 / 7.828 eV.

Geometry as XYZ:
```
19
Properties=species:S:1:pos:R:3:forces:R:3
C -0.9990 0.3018 2.2643 0.24 -0.24 -0.22
N -0.5475 -0.6965 1.3233 0.87 -0.21 0.17
N -1.0129 -0.2231 -0.5704 -0.56 0.68 -0.47
N -1.6562 0.8032 -0.4763 1.47 -0.34 -0.61
H -0.9878 -1.6087 1.3898 0.42 0.23 0.04
H -2.4038 0.8519 -1.1740 -0.25 -0.30 0.36
H -1.5388 -0.1365 3.1052 0.01 0.06 -0.11
H -1.6559 0.9981 1.7210 -0.18 0.09 -0.03
H -0.1541 0.8778 2.6406 -0.06 -0.02 0.02
C 1.1418 1.4634 -0.8498 -0.38 0.06 -0.14
N 0.9074 0.0517 -0.7123 -0.05 0.16 1.01
C 1.2153 -1.9350 -1.7466 -0.28 0.30 0.18
N 1.3633 -0.6629 -1.7555 0.01 -0.23 -0.53
H 0.4545 -0.6484 0.9930 -1.32 -0.27 0.40
H 1.7508 1.6810 -1.7294 0.02 -0.04 0.12
H 1.5992 1.8665 0.0579 0.11 -0.03 -0.12
H 0.1786 1.9957 -0.9605 -0.06 -0.02 -0.03
H 0.7381 -2.4867 -0.9347 -0.05 0.11 0.01
H 1.6069 -2.4935 -2.5854 0.03 0.03 -0.04
```
Positions in Å, forces in eV/Å.

=====

Entry from the OMol25 dataset: C3H11N5 as an isolated structure in a non-equilibrium geometry (ωB97M-V with the def2-TZVPD basis set).

For the total energy, the calculation gives -394.39686 hartree. For the HOMO-LUMO gap, the calculation gives 8.702 eV.

Geometry as XYZ:
```
19
Properties=species:S:1:pos:R:3:forces:R:3
C -0.1523 -2.0292 -0.6368 0.57 -2.17 -0.71
C 0.1750 -0.1732 0.6044 -2.73 -1.07 3.91
C -0.5762 0.5738 -1.7566 -1.33 2.59 -0.96
H -1.1158 -2.6551 -0.8675 1.99 0.99 0.08
H 0.8222 -2.9101 -0.3033 -2.87 2.68 -1.75
H 0.0836 -1.2093 -1.6456 -0.23 -3.90 3.24
H 1.1055 1.2878 1.8174 -1.61 -1.90 0.77
H -0.1344 -1.2325 2.8062 0.83 3.54 0.41
H -1.0132 0.2486 3.4000 3.96 -1.76 -0.86
H -0.8588 1.9266 -1.8530 0.31 -4.14 0.82
H -1.6103 -0.1382 -1.7251 3.13 2.27 0.19
H -0.0586 0.5298 -2.8266 -0.79 -0.62 2.49
H 1.4544 2.0424 -1.3750 -0.28 -1.67 2.36
H 0.3370 2.5134 -0.3148 1.47 -2.45 0.42
N -0.4005 -1.3653 0.6658 2.33 2.57 -1.91
N 0.2838 0.5910 1.9016 1.56 0.26 -4.48
N 0.0900 -0.1344 3.0844 -4.61 -1.35 0.67
N 0.4833 0.4682 -0.5706 -2.04 0.41 -2.64
N 1.0854 1.6656 -0.4049 0.34 5.73 -2.05
```
Positions in Å, forces in eV/Å.

=====

Entry from the OMol25 dataset: a 2-piece molecular cluster, C3H11NO overall in a non-equilibrium geometry (ωB97M-V with the def2-TZVPD basis set).

Its SMILES is CN(C)C.O. For the total energy, the calculation gives -250.86167 hartree. For the HOMO-LUMO gap, the calculation gives 9.719 eV.

Geometry as XYZ:
```
16
Properties=species:S:1:pos:R:3:forces:R:3
C -0.1709 0.1177 -1.4496 0.23 0.68 1.10
N 0.2252 -0.2833 -0.0995 0.29 -0.56 -0.08
C -0.3689 -1.5726 0.2888 0.16 0.30 0.02
C 1.6818 -0.2006 0.0779 -0.25 0.59 0.24
H 0.0696 1.1775 -1.5445 0.09 0.05 -0.25
H -1.2524 0.0541 -1.4984 -0.13 -0.31 -0.47
H 0.3768 -0.4381 -2.2171 -0.35 -0.17 -0.19
H -0.6574 -2.1695 -0.5770 0.09 -0.15 -0.15
H 0.3378 -2.1501 0.8912 -0.21 0.07 -0.03
H -1.2711 -1.3919 0.8755 -0.03 -0.11 0.06
H 1.9283 0.6747 0.6760 0.00 0.27 0.06
H 2.2150 -0.0545 -0.8725 -0.05 -0.50 0.13
H 2.0507 -1.0392 0.6625 0.16 -0.23 -0.34
O -1.2359 1.8380 1.3166 0.03 -0.19 -0.03
H -1.7173 1.9414 0.4892 -0.03 0.10 0.10
H -0.6778 1.0558 1.1382 -0.01 0.15 -0.17
```
Positions in Å, forces in eV/Å.

=====

Entry from the OMol25 dataset: a 2-piece molecular cluster, C3H11NO overall in a non-equilibrium geometry (ωB97M-V with the def2-TZVPD basis set).

Its SMILES is NCO.CC. For the total energy, the calculation gives -250.86258 hartree. For the HOMO-LUMO gap, the calculation gives 10.239 eV.

Geometry as XYZ:
```
16
Properties=species:S:1:pos:R:3:forces:R:3
N 5.0776 4.2143 -0.9401 0.09 0.43 0.50
C 5.2504 2.9738 -1.6567 -0.39 0.26 -0.53
O 5.3941 1.9158 -0.7626 0.27 -0.35 0.63
H 4.8384 4.9780 -1.5580 0.15 0.00 -0.17
H 4.3349 4.1601 -0.2545 -0.04 -0.24 -0.01
H 4.4109 2.7918 -2.3401 0.05 -0.24 -0.11
H 6.1702 3.0448 -2.2345 0.04 0.10 -0.19
H 4.6905 1.2747 -0.8547 -0.17 0.04 -0.11
C -5.0507 -2.8650 0.6540 0.62 0.58 -0.95
C -5.0559 -3.5171 2.0127 0.55 0.53 0.55
H -5.5541 -3.4243 -0.1261 -0.28 -0.28 0.03
H -4.0276 -2.7291 0.2902 0.05 -0.22 0.04
H -5.4537 -1.8481 0.6010 -0.20 -0.18 0.46
H -4.7982 -4.5727 1.9854 -0.47 -0.18 -0.14
H -4.2567 -3.0936 2.6262 -0.03 0.20 0.01
H -5.9702 -3.3035 2.5577 -0.24 -0.45 0.01
```
Positions in Å, forces in eV/Å.

=====

Please write out number 5 again, unchanged.
Entry from the OMol25 dataset: C3H11N5 as an isolated structure in a non-equilibrium geometry (ωB97M-V with the def2-TZVPD basis set).

For the total energy, the calculation gives -394.39686 hartree. For the HOMO-LUMO gap, the calculation gives 8.702 eV.

Geometry as XYZ:
```
19
Properties=species:S:1:pos:R:3:forces:R:3
C -0.1523 -2.0292 -0.6368 0.57 -2.17 -0.71
C 0.1750 -0.1732 0.6044 -2.73 -1.07 3.91
C -0.5762 0.5738 -1.7566 -1.33 2.59 -0.96
H -1.1158 -2.6551 -0.8675 1.99 0.99 0.08
H 0.8222 -2.9101 -0.3033 -2.87 2.68 -1.75
H 0.0836 -1.2093 -1.6456 -0.23 -3.90 3.24
H 1.1055 1.2878 1.8174 -1.61 -1.90 0.77
H -0.1344 -1.2325 2.8062 0.83 3.54 0.41
H -1.0132 0.2486 3.4000 3.96 -1.76 -0.86
H -0.8588 1.9266 -1.8530 0.31 -4.14 0.82
H -1.6103 -0.1382 -1.7251 3.13 2.27 0.19
H -0.0586 0.5298 -2.8266 -0.79 -0.62 2.49
H 1.4544 2.0424 -1.3750 -0.28 -1.67 2.36
H 0.3370 2.5134 -0.3148 1.47 -2.45 0.42
N -0.4005 -1.3653 0.6658 2.33 2.57 -1.91
N 0.2838 0.5910 1.9016 1.56 0.26 -4.48
N 0.0900 -0.1344 3.0844 -4.61 -1.35 0.67
N 0.4833 0.4682 -0.5706 -2.04 0.41 -2.64
N 1.0854 1.6656 -0.4049 0.34 5.73 -2.05
```
Positions in Å, forces in eV/Å.